DFT (ωB97M-V with the def2-TZVPD basis set) results for the molecule CH2N4S2 at a distorted geometry.

- SMILES = SC1(S)N=NN=N1
- HOMO-LUMO gap (hartree) = 0.3277
- spin multiplicity = 1
- HOMO energy (eV) = -10.067
- energy above the lowest of the compared OMol25 structures with the same formula, charge and spin (kcal/mol) = 34.23

Each line ends with the natural charge from an NBO analysis.
Cartesian coordinates (Å):
S1 0.678 -1.516 0.818  0.08
S2 0.907 1.538 1.018  0.06
N1 -0.130 -0.116 -1.124  -0.14
N2 -1.270 -0.005 0.780  -0.15
N3 -1.297 -0.280 -1.404  -0.01
N4 -2.011 -0.153 -0.190  -0.02
C1 0.057 0.097 0.299  -0.14
H1 1.316 2.112 -0.187  0.16
H2 1.750 -1.677 -0.011  0.15

***

DFT (ωB97M-V with the def2-TZVPD basis set) results for the ion CH2NO2S with charge -1 at a distorted geometry.

- HOMO-LUMO gap (hartree) = 0.2940
- spin multiplicity = 1
- HOMO energy (eV) = -3.686
- net charge = -1
- energy above the lowest of the compared OMol25 structures with the same formula, charge and spin (kcal/mol) = 28.12

Each line ends with the natural charge from an NBO analysis.
Cartesian coordinates (Å):
S1 2.792 0.029 0.305  1.56
O1 2.466 -1.237 -0.449  -1.06
O2 3.146 1.209 -0.579  -1.03
N1 1.058 0.406 0.894  -0.65
C1 0.109 -0.325 0.565  -0.10
H1 0.166 -1.037 -0.335  0.16
H2 -0.860 -0.268 1.153  0.13

***

DFT (ωB97M-V with the def2-TZVPD basis set) results for a cluster of 2 separate species, CH2NO2S in total at a distorted geometry.

- HOMO-LUMO gap (hartree) = 0.1582
- spin multiplicity = 1
- HOMO energy (eV) = -1.418
- net charge = -1
- energy above the lowest of the compared OMol25 structures with the same formula, charge and spin (kcal/mol) = 15.70

Each line ends with the natural charge from an NBO analysis.
Cartesian coordinates (Å):
S1 -0.056 -1.913 -0.471  -0.60
O1 3.933 0.498 -0.803  -0.51
O2 4.654 -0.140 1.316  -0.52
N1 0.774 -0.386 -0.618  -1.02
C1 4.342 0.169 0.233  1.03
H1 1.772 -0.593 -0.412  0.31
H2 0.933 0.014 -1.508  0.32

***

DFT (ωB97M-V with the def2-TZVPD basis set) results for a structure of composition CH2NO2S2 at a distorted geometry.

- HOMO-LUMO gap (spin up / spin down) (hartree) = 0.2153 / 0.2352
- spin multiplicity = 3
- HOMO energy (spin up / spin down) (eV) = -2.101 / -4.135
- net charge = -1
- energy above the lowest of the compared OMol25 structures with the same formula, charge and spin (kcal/mol) = 28.40

Each line ends with the natural charge from an NBO analysis.
Cartesian coordinates (Å):
S1 -0.947 2.789 0.031  -0.39
S2 -1.272 -1.108 0.130  1.47
O1 -0.474 -1.539 1.308  -1.05
O2 -0.808 -1.773 -1.107  -1.05
N1 0.945 0.414 -0.115  -0.79
C1 -0.333 0.582 -0.108  0.03
H1 1.607 1.177 -0.111  0.38
H2 1.283 -0.544 -0.029  0.39

***

DFT (ωB97M-V with the def2-TZVPD basis set) results for a cluster of 2 separate species, CH2NO3P in total at a distorted geometry.

- HOMO-LUMO gap (hartree) = 0.2246
- spin multiplicity = 1
- HOMO energy (eV) = 1.126
- net charge = -2
- energy above the lowest of the compared OMol25 structures with the same formula, charge and spin (kcal/mol) = 22.29

Each line ends with the natural charge from an NBO analysis.
Cartesian coordinates (Å):
P1 -0.594 -0.848 0.091  2.33
O1 -0.390 0.220 1.283  -1.14
O2 -2.026 -1.045 -0.278  -1.18
O3 0.154 -2.129 0.432  -1.18
N1 1.064 0.590 -2.157  -0.50
C1 0.376 0.155 -1.322  -0.04
H1 0.263 0.957 1.067  0.49
H2 1.153 2.102 0.883  -0.78

***

DFT (ωB97M-V with the def2-TZVPD basis set) results for the ion CH2NO3S with charge -1 at a distorted geometry.

- SMILES = O=C([O-])N(O)S
- HOMO-LUMO gap (hartree) = 0.2709
- spin multiplicity = 1
- HOMO energy (eV) = -3.708
- net charge = -1
- energy above the lowest of the compared OMol25 structures with the same formula, charge and spin (kcal/mol) = 50.27

Each line ends with the natural charge from an NBO analysis.
Cartesian coordinates (Å):
S1 -1.096 -1.133 0.940  0.10
O1 -0.726 1.325 0.000  -0.67
O2 1.571 -1.487 -0.361  -0.70
O3 1.751 0.766 -0.400  -0.72
N1 -0.472 -0.080 -0.269  -0.47
C1 1.291 -0.321 -0.315  0.92
H1 -2.388 -0.998 0.436  0.07
H2 0.069 1.928 -0.032  0.48

***

DFT (ωB97M-V with the def2-TZVPD basis set) results for a structure of composition CH2NO4S at a distorted geometry.

- HOMO-LUMO gap (hartree) = 0.2967
- spin multiplicity = 1
- HOMO energy (eV) = -4.167
- net charge = -1
- energy above the lowest of the compared OMol25 structures with the same formula, charge and spin (kcal/mol) = 91.01

Each line ends with the natural charge from an NBO analysis.
Cartesian coordinates (Å):
S1 1.778 -0.136 0.249  1.56
O1 -1.215 1.639 -0.733  -0.45
O2 2.078 -1.516 0.513  -1.00
O3 -1.752 1.133 1.306  -0.46
O4 2.118 0.265 -1.156  -0.99
N1 -1.222 0.880 0.232  0.51
C1 -0.459 -0.421 0.057  -0.59
H1 -0.458 -0.515 -1.080  0.21
H2 -0.868 -1.329 0.611  0.20

***

DFT (ωB97M-V with the def2-TZVPD basis set) results for a structure of composition CH2NOS3 at a distorted geometry.

- HOMO-LUMO gap (spin up / spin down) (hartree) = 0.2185 / 0.2025
- spin multiplicity = 1
- HOMO energy (spin up / spin down) (eV) = -3.423 / -3.212
- net charge = -1
- energy above the lowest of the compared OMol25 structures with the same formula, charge and spin (kcal/mol) = 44.01

Each line ends with the natural charge from an NBO analysis.
Cartesian coordinates (Å):
S1 -1.241 0.236 1.560  -0.09
S2 -1.354 0.994 -1.171  -0.44
S3 -0.020 -2.001 0.539  0.23
O1 0.011 2.368 0.608  -0.65
N1 1.049 -1.293 -0.477  -0.95
C1 -0.662 1.375 0.335  0.12
H1 0.445 -0.962 -1.187  0.40
H2 1.773 -0.717 -0.208  0.38

***

DFT (ωB97M-V with the def2-TZVPD basis set) results for a structure of composition CH2NaO at a distorted geometry.

- HOMO-LUMO gap (hartree) = 0.4268
- spin multiplicity = 1
- HOMO energy (eV) = -16.197
- net charge = +1

Each line ends with the natural charge from an NBO analysis.
Cartesian coordinates (Å):
Na1 1.243 2.373 1.203  0.99
O1 1.809 0.934 0.542  -0.71
C1 2.216 -0.104 0.065  0.39
H1 2.524 -0.174 -1.005  0.16
H2 2.302 -1.034 0.676  0.16

***

DFT (ωB97M-V with the def2-TZVPD basis set) results for the molecule CH2O2 at a distorted geometry.

- SMILES = O=CO
- HOMO-LUMO gap (hartree) = 0.4129
- spin multiplicity = 1
- HOMO energy (eV) = -10.827
- energy above the lowest of the compared OMol25 structures with the same formula, charge and spin (kcal/mol) = 24.66

Each line ends with the natural charge from an NBO analysis.
Cartesian coordinates (Å):
O1 -0.803 0.535 0.225  -0.73
O2 1.328 -0.110 0.795  -0.51
C1 0.428 -0.085 0.063  0.65
H1 0.720 -0.341 -0.911  0.09
H2 -1.674 0.001 -0.171  0.51

***

DFT (ωB97M-V with the def2-TZVPD basis set) results for a cluster of 2 separate species, CH2O2S in total at a distorted geometry.

- SMILES = O=C=S.O
- HOMO-LUMO gap (hartree) = 0.3901
- spin multiplicity = 1
- HOMO energy (eV) = -10.095
- energy above the lowest of the compared OMol25 structures with the same formula, charge and spin (kcal/mol) = 4.79

Each line ends with the natural charge from an NBO analysis.
Cartesian coordinates (Å):
S1 -0.670 -1.442 -0.948  0.04
O1 1.562 0.021 0.204  -0.93
O2 -2.087 0.599 0.168  -0.47
C1 -1.443 -0.247 -0.296  0.43
H1 1.268 0.257 1.136  0.47
H2 1.370 0.812 -0.264  0.46

***

DFT (ωB97M-V with the def2-TZVPD basis set) results for the molecule CH2O2S at a distorted geometry.

- HOMO-LUMO gap (spin up / spin down) (hartree) = 0.2724 / 0.3487
- spin multiplicity = 1
- HOMO energy (spin up / spin down) (eV) = -9.858 / -10.249
- energy above the lowest of the compared OMol25 structures with the same formula, charge and spin (kcal/mol) = 138.01

Each line ends with the natural charge from an NBO analysis.
Cartesian coordinates (Å):
S1 -0.761 0.432 1.915  0.16
O1 -1.132 -1.119 -0.400  -0.16
O2 -2.333 -1.436 -0.009  -0.14
C1 -0.376 -0.170 0.290  -0.34
H1 0.644 -0.577 0.276  0.24
H2 -0.370 0.739 -0.335  0.24

***

spin multiplicity of number 10 (CH2O2)?
1